Record 1
Entry from OMol25: a 3-piece molecular cluster, C4H15NO3 overall at a distorted geometry (wB97M-V/def2-TZVPD).

Element x y z (Å)
1 C -0.745 -0.016 -0.202
2 N 0.504 0.490 0.581
3 C 0.086 1.033 1.983
4 C 0.987 1.709 -0.220
5 C 1.027 1.365 -1.759
6 O 1.700 0.105 -1.963
7 H -1.208 -0.771 0.301
8 H -1.483 0.801 -0.390
9 H -0.375 -0.346 -1.308
10 H -0.293 2.132 1.850
11 H 1.136 0.881 2.560
12 H -0.628 0.365 2.409
13 H 2.032 1.922 -0.103
14 H 0.348 2.581 0.020
15 H 1.434 2.218 -2.363
16 H 0.101 1.322 -2.306
17 H 2.019 0.068 -0.930
18 H -0.328 -1.968 -1.538
19 H -0.457 -3.118 -0.664
20 O -1.043 -2.581 -1.190
21 H -0.956 -2.518 1.461
22 H -2.264 -3.035 1.598
23 O -1.593 -2.638 2.171

Values from the calculation:
SMILES = CN(C)CCO.O.O

Mulliken atomic charge list, values in e, 6 entries: C -0.723; N -0.176; C -0.769; C -0.740; C -0.674; O -0.533

Record 2
Entry from OMol25: a 4-piece molecular cluster, C4H15NO3 overall at a distorted geometry (wB97M-V/def2-TZVPD).

Element x y z (Å)
1 C 0.351 -1.904 -1.154
2 C 1.226 -0.746 -0.812
3 C 1.812 -0.641 0.387
4 N 1.845 -1.598 1.416
5 C 1.502 0.177 -1.963
6 H -0.444 -2.034 -0.402
7 H -0.150 -1.722 -2.094
8 H 0.792 -2.909 -1.183
9 H 2.302 0.301 0.616
10 H 1.867 -1.132 2.313
11 H 1.195 -2.367 1.319
12 H 0.704 0.205 -2.701
13 H 1.506 1.220 -1.616
14 H 2.478 -0.095 -2.365
15 H -3.707 2.140 0.792
16 H -5.032 1.859 0.352
17 O -4.335 2.461 0.100
18 H 0.439 1.889 1.243
19 H 0.598 3.376 0.995
20 O 0.041 2.641 0.745
21 H -2.488 -0.457 1.335
22 H -0.952 -0.002 1.167
23 O -1.547 -0.660 1.510

Values from the calculation:
SMILES = CC(C)=CN.O.O.O

Mulliken atomic charge list, values in e, 6 entries: C -1.465; C 0.961; C -0.532; N -0.508; C -1.390; H 0.330

Record 3
Entry from OMol25: a 3-piece molecular cluster, C4H15NO3 overall at a distorted geometry (wB97M-V/def2-TZVPD).

Element x y z (Å)
1 C -0.700 0.852 0.154
2 C 0.722 0.617 0.503
3 C 1.444 1.536 1.614
4 O 1.580 0.627 -0.649
5 C -1.510 -0.419 -0.475
6 N -0.632 -1.591 -0.742
7 H -1.288 1.150 1.120
8 H -0.900 1.709 -0.537
9 H 0.895 -0.354 1.030
10 H 2.320 2.029 1.451
11 H 1.660 0.879 2.441
12 H 0.563 2.132 2.020
13 H 2.176 1.481 -0.719
14 H -2.365 -0.651 0.183
15 H -2.221 -0.110 -1.266
16 H 0.212 -1.452 -0.364
17 H -0.407 -1.600 -1.799
18 H 0.447 1.216 -2.035
19 H -0.255 1.343 -3.272
20 O 0.009 1.832 -2.591
21 H -0.467 -2.992 1.016
22 H -0.849 -4.472 1.269
23 O -0.434 -3.762 1.648

Values from the calculation:
SMILES = C[C@H](O)CCN.O.O

Mulliken atomic charge list, values in e, 6 entries: C -0.686; C 0.491; C -1.362; O -0.650; C -0.596; N -0.662

Record 4
Entry from OMol25: a 4-piece molecular cluster, C4H15NO3 overall at a distorted geometry (wB97M-V/def2-TZVPD).

Element x y z (Å)
1 C 0.979 0.438 -0.501
2 C -0.108 0.695 0.496
3 C 0.160 0.730 1.812
4 C -1.800 -0.118 -1.128
5 N -1.380 0.822 -0.065
6 H 0.893 -0.571 -0.907
7 H 0.869 1.081 -1.377
8 H 1.981 0.591 -0.135
9 H 1.175 0.633 2.131
10 H -0.586 0.999 2.541
11 H -1.359 0.164 -2.070
12 H -1.618 -1.153 -0.832
13 H -2.882 -0.054 -1.167
14 H -2.085 0.966 0.640
15 H 2.105 -2.542 0.397
16 H 3.530 -3.093 0.181
17 O 2.958 -2.349 -0.018
18 H 0.338 -1.494 1.549
19 H -0.375 -2.891 1.528
20 O 0.457 -2.438 1.375
21 H -0.850 3.960 -1.463
22 H -1.104 2.449 -1.185
23 O -1.297 3.177 -1.803

Values from the calculation:
SMILES = C=C(C)NC.O.O.O

Mulliken atomic charge list, values in e, 6 entries: C -1.289; C 1.040; C -1.325; C -0.848; N -0.364; H 0.323

Record 5
Entry from OMol25: a 4-piece molecular cluster, C4H15NO3 overall at a distorted geometry (wB97M-V/def2-TZVPD).

Element x y z (Å)
1 C 1.498 1.460 1.945
2 C 0.838 0.631 1.122
3 N 1.504 -0.330 0.379
4 C 0.741 -1.467 -0.125
5 C 1.329 -2.041 -1.448
6 H 0.984 1.919 2.792
7 H 2.569 1.464 1.887
8 H -0.224 0.578 1.133
9 H 2.464 -0.523 0.545
10 H 0.975 -2.214 0.631
11 H -0.379 -1.245 -0.288
12 H 2.451 -2.211 -1.232
13 H 0.828 -2.990 -1.568
14 H 1.536 -1.258 -2.205
15 H -1.177 2.321 -2.167
16 H -0.515 3.236 -1.168
17 O -1.276 3.200 -1.761
18 H -2.064 -1.541 1.173
19 H -3.057 -0.438 1.632
20 O -2.178 -0.592 1.277
21 H -2.114 0.055 -0.432
22 H -2.359 1.446 -0.891
23 O -2.373 0.542 -1.232

Values from the calculation:
SMILES = C=CNCC.O.O.O

Mulliken atomic charge list, values in e, 6 entries: C -1.027; C 0.059; N -0.254; C -0.027; C -1.185; H 0.251

Record 6
Entry from OMol25: a 4-piece molecular cluster, C4H15NO3 overall at a distorted geometry (wB97M-V/def2-TZVPD).

Element x y z (Å)
1 C -0.637 -0.379 -2.676
2 C -0.400 -0.906 -1.282
3 C 0.564 -1.850 -1.149
4 N 1.350 -2.031 -0.030
5 C 0.872 -1.534 1.272
6 H 0.183 -0.688 -3.310
7 H -1.653 -0.643 -3.032
8 H -0.641 0.713 -2.703
9 H -1.006 -0.525 -0.476
10 H 0.787 -2.482 -1.997
11 H 1.895 -2.863 0.027
12 H 0.915 -2.446 1.894
13 H 1.699 -1.019 1.777
14 H -0.060 -1.016 1.441
15 H -0.742 3.445 -0.683
16 H -1.015 2.057 -0.705
17 O -1.356 2.824 -0.238
18 H -1.862 1.836 1.902
19 H -2.443 0.616 1.173
20 O -2.129 0.932 2.029
21 H 1.193 1.326 1.583
22 H 2.449 1.158 0.661
23 O 2.098 1.577 1.463

Values from the calculation:
SMILES = C/C=C/NC.O.O.O

Mulliken atomic charge list, values in e, 6 entries: C -1.218; C -0.216; C -0.130; N -0.180; C -0.910; H 0.358

What relative energy (zero: lowest compared OMol25 entry of this formula, charge and spin) values result from the calculations? In sequence: 82.38; 28.80; 62.20; 15.56; 43.65; 46.70 kcal/mol.
What E_LUMO values result from the calculations? In sequence: 0.0230; 0.0115; 0.0247; 0.0215; 0.0106; 0.0194 hartree.
What energy values result from the calculations? In sequence: -441.7506; -441.8360; -441.7827; -441.8571; -441.8123; -441.8075 Eh.